No. 1
{"formula": "CH13NO7", "method": "wB97M-V/def2-TZVPD", "smiles": "NC(=O)O.O.O.O.O.O", "elements": ["N", "C", "O", "O", "H", "H", "H", "H", "H", "O", "H", "H", "O", "H", "H", "O", "H", "H", "O", "H", "H", "O"], "positions_angstrom": [[-0.463919, -2.238066, -1.894569], [-0.722802, -1.595082, -0.713828], [-2.031315, -1.213708, -0.459786], [0.004227, -1.369226, 0.246820], [0.317030, -2.741431, -2.174802], [-1.271000, -2.363840, -2.455256], [-2.135426, -0.143496, -0.439671], [-1.000981, 0.383722, 1.290151], [-1.070972, 0.360315, 2.981224], [-1.047807, 0.981906, 2.095021], [-0.564067, 1.644013, -2.120081], [-1.739899, 1.768378, -3.076961], [-1.190612, 1.117779, -2.672690], [1.577206, 3.356564, 0.309599], [0.586507, 4.489843, 0.176239], [1.153565, 3.972640, -0.228724], [1.183433, -2.331623, 1.286900], [2.423596, -2.946103, 1.913023], [2.101283, -2.967032, 1.062002], [1.016639, 1.603911, 1.578802], [2.055914, 1.358300, 2.548810], [1.786442, 2.077440, 1.923229]], "forces_ev_per_a": [[-2.49, 1.77, 1.79], [0.24, 0.32, 1.87], [-0.92, 3.00, -1.84], [0.86, -0.20, -1.35], [1.84, -0.64, 0.31], [-0.59, 0.02, -0.53], [0.64, -3.90, -0.32], [0.05, 0.31, 1.88], [0.08, 2.10, -3.82], [0.04, -2.65, 1.90], [-0.58, -0.54, -0.69], [-0.66, 0.75, -0.51], [1.30, -0.17, 1.37], [0.88, -1.24, 1.92], [-4.07, 3.60, 3.58], [3.21, -2.38, -5.50], [3.70, -2.63, -1.88], [1.81, -0.38, 3.02], [-5.25, 2.83, -1.27], [-0.50, 0.46, -0.19], [0.29, 1.23, -0.55], [0.14, -1.65, 0.81]]}

=====

No. 2
{"formula": "CHO4S", "method": "wB97M-V/def2-TZVPD", "smiles": "O=CS(=O)(=O)[O-]", "de_lowest_kcal_mol": 14.74, "charge": -1, "elements": ["C", "O", "O", "O", "O", "S", "H"], "positions_angstrom": [[0.236630, -0.684600, -0.066280], [2.580119, -0.543798, -1.188774], [-0.123564, -1.829946, 0.023395], [1.667059, 1.479111, -0.001156], [2.649876, -0.543577, 1.170616], [1.983037, 0.046725, 0.028960], [-0.268849, 0.252055, -0.375529]], "forces_ev_per_a": [[1.63, 0.21, -0.25], [-0.73, 1.27, 0.06], [0.01, 1.32, 0.07], [0.39, -0.76, 0.23], [-0.14, 0.89, 1.13], [0.21, -2.42, -1.19], [-1.36, -0.50, -0.04]]}

=====

No. 3
{"formula": "C5H8N2", "method": "wB97M-V/def2-TZVPD", "de_lowest_kcal_mol": 124.94, "elements": ["C", "C", "C", "C", "N", "C", "N", "H", "H", "H", "H", "H", "H", "H", "H"], "positions_angstrom": [[-0.838202, -1.763726, -0.857244], [-0.207109, -0.584084, -0.180615], [-0.612808, 0.868736, -0.117364], [0.347735, 2.026982, -0.255086], [1.588372, 1.638043, -0.449125], [-0.467773, 0.656140, 1.467648], [-0.018423, -0.588166, 1.159846], [-1.882354, -1.923389, -0.536281], [-0.836284, -1.672742, -1.945922], [-0.284482, -2.676222, -0.601161], [-1.555962, 1.092623, -0.636798], [1.872836, 0.662299, -0.567353], [2.324280, 2.329318, -0.415672], [0.142597, 1.219320, 2.192935], [0.427577, -1.285131, 1.742192]], "forces_ev_per_a": [[0.12, -0.04, -0.14], [0.14, -0.17, 0.08], [-0.15, 0.19, 0.27], [0.40, -0.32, -0.05], [-0.06, 0.15, -0.06], [0.12, 0.00, -0.31], [0.10, -0.26, -0.05], [0.16, 0.14, -0.03], [0.05, 0.04, 0.11], [-0.08, 0.11, -0.07], [0.09, 0.02, 0.66], [-0.15, 0.06, 0.03], [-0.10, -0.10, -0.11], [-0.44, 0.20, -0.44], [-0.21, -0.03, 0.12]]}

=====

No. 4
{"formula": "C8H7N3O", "method": "wB97M-V/def2-TZVPD", "smiles": "[H]/N=C/[C@@H]1C=Cc2ncnc(O)c21", "de_lowest_kcal_mol": 62.56, "elements": ["C", "C", "C", "C", "C", "C", "C", "C", "N", "N", "N", "O", "H", "H", "H", "H", "H", "H", "H"], "positions_angstrom": [[0.127262, 2.257723, -0.124488], [1.293733, 1.658639, -0.458393], [1.201783, 0.134380, -0.665393], [-2.849007, 0.175048, 0.374439], [-0.303156, -0.023268, -0.374096], [-0.846875, 1.178295, 0.117224], [-1.104360, -1.205380, -0.305545], [1.690287, -0.677945, 0.430933], [-2.390781, -1.066421, 0.085974], [-2.164245, 1.294726, 0.300007], [1.907088, -1.922823, 0.487524], [-0.631067, -2.435060, -0.530989], [0.066737, 3.160924, 0.435199], [2.164702, 2.241506, -0.599994], [1.523552, -0.198629, -1.765782], [-3.982556, 0.376090, 0.536694], [1.789836, -0.131853, 1.335680], [0.320416, -2.377554, -0.634882], [2.186654, -2.438407, 1.355887]], "forces_ev_per_a": [[1.06, -2.25, 1.84], [-0.79, -0.06, -0.30], [-1.52, 0.71, -3.31], [-1.26, -0.46, -1.16], [-0.28, -0.78, 0.53], [-0.71, -1.07, -3.05], [-0.55, 1.63, 0.91], [1.78, -1.27, 2.49], [0.32, 0.15, 0.03], [0.51, 0.96, 1.51], [0.12, -1.21, -1.35], [-1.42, 0.60, -0.19], [-0.20, 1.12, -0.58], [1.05, 0.14, -0.07], [-0.67, 0.54, 2.43], [2.06, -1.06, -0.11], [0.05, 0.98, 1.03], [0.96, -0.22, 0.12], [-0.51, 1.56, -0.79]]}

=====

No. 5
{"formula": "C11H20NO10S", "method": "wB97M-V/def2-TZVPD", "de_lowest_kcal_mol": 175.21, "charge": -1, "elements": ["N", "O", "O", "O", "O", "C", "O", "C", "C", "C", "H", "H", "H", "H", "H", "H", "O", "C", "O", "C", "C", "C", "H", "H", "H", "H", "H", "H", "O", "S", "O", "O", "C", "C", "C", "H", "H", "H", "H", "H", "H", "H", "H"], "positions_angstrom": [[-2.279399, -20.730773, 7.291662], [-2.746118, -19.671300, 6.957195], [-1.371138, -20.883998, 8.168921], [-2.652189, -21.759700, 6.676428], [-4.278779, -22.457645, 6.418636], [-5.073804, -21.542090, 6.570345], [-6.202425, -21.657392, 7.164982], [-7.029630, -20.583495, 6.882551], [-6.013759, -19.487506, 6.459200], [-4.794920, -20.155030, 6.038638], [-7.652458, -20.317773, 7.736710], [-7.763468, -20.708680, 6.086364], [-5.866332, -18.628500, 7.113783], [-6.426123, -18.993002, 5.579705], [-3.926264, -19.566528, 6.333938], [-4.685185, -20.116992, 4.954846], [2.132755, -17.491127, 10.314624], [1.683064, -18.585869, 9.987471], [0.856978, -19.186943, 10.860217], [0.424249, -20.492234, 10.351087], [0.888978, -20.508729, 8.827498], [2.032969, -19.418056, 8.788635], [-0.583722, -20.869044, 10.524594], [0.860246, -21.320318, 10.909916], [0.183963, -20.302034, 8.022312], [1.394108, -21.453125, 8.624868], [2.082052, -18.829161, 7.872729], [3.052305, -19.796806, 8.863586], [-2.200528, -18.766752, 2.221435], [-2.928540, -19.750170, 3.050356], [-4.203365, -19.363688, 3.588776], [-3.293410, -21.157886, 2.203416], [-4.666646, -21.636315, 2.338012], [-4.915609, -22.420610, 3.632294], [-1.791415, -20.371837, 4.398738], [-4.700113, -22.330974, 1.498709], [-5.439224, -20.895614, 2.131644], [-4.503835, -23.423301, 3.747100], [-5.952503, -22.377211, 3.965584], [-4.459138, -21.873928, 4.457443], [-1.092167, -21.156139, 4.108894], [-2.331642, -20.648949, 5.303987], [-1.341613, -19.394099, 4.571357]], "forces_ev_per_a": [[2.53, -4.84, 0.61], [3.92, 4.03, 2.59], [-2.72, 0.83, 0.04], [6.20, 3.52, 1.05], [-8.08, -2.63, -0.05], [5.78, -0.82, -2.37], [-3.05, -1.78, 1.72], [-0.12, 2.74, 0.31], [-2.94, 2.39, -1.01], [-2.69, -1.06, -0.78], [0.35, -0.11, 0.38], [0.28, -0.88, -0.39], [-0.06, -0.42, 0.83], [-0.42, 0.25, -0.14], [-1.46, -1.29, -0.26], [-0.63, -0.88, 0.98], [-0.49, -1.35, -0.97], [1.43, 2.32, 1.47], [-1.12, -1.57, -0.50], [0.70, -0.71, -1.75], [2.80, 0.51, 0.65], [-1.15, -0.60, 0.21], [-0.77, 1.79, -0.40], [1.42, 0.37, 0.13], [0.33, 0.04, 1.00], [-0.42, -0.26, -0.07], [-0.47, 0.18, 0.13], [-0.01, -0.20, 0.55], [-1.22, -2.33, 1.24], [1.12, -1.00, -0.98], [0.57, 1.20, -1.14], [0.33, 1.87, 0.70], [0.06, -1.74, -0.38], [0.45, 1.35, 0.65], [-0.71, 1.56, -1.27], [-0.09, 0.01, -0.17], [0.45, 0.36, 0.31], [-0.12, 0.00, -0.61], [-0.26, -0.34, -0.49], [0.28, -0.27, -0.51], [-0.21, 0.31, -0.48], [-0.39, -0.32, -1.09], [0.65, -0.26, 0.26]]}

=====

In the order shown, the computed frontier orbital gap values come out to 0.3965 0.3330 0.2871 0.3452 0.2683 Eh.
In the order shown, the computed molar mass values come out to 151.1 109.1 96.1 161.2 358.3 g mol⁻¹.